The following is a DFT calculation (ωB97M-V with the def2-TZVPD basis set) of a structure of composition C28H38F3HgN9S5.

As for the spin multiplicity: 2. For the LUMO energy (spin up / spin down), the calculation gives 2.537 / 2.529 eV. As for the charge: -1. The calculation puts the HOMO energy (spin up / spin down) at -2.5 / -4.6 eV. The expectation value of S² is 0.7702. The frontier orbital gap (spin up / spin down) is 5.04 / 7.17 eV.

Positions of all 84 atoms, in Å:
Hg (0.248, -0.476, 0.535)
C (-0.980, -0.261, -4.097)
C (-0.359, 0.193, -2.799)
N (-0.128, -0.711, -1.830)
N (-0.328, -1.990, -2.306)
C (-0.671, -3.018, -1.563)
N (-0.747, -4.222, -2.238)
S (-1.018, -2.918, 0.071)
C (-0.053, 1.572, -2.624)
C (-0.334, 2.505, -3.661)
C (-0.035, 3.834, -3.507)
C (0.546, 4.272, -2.313)
C (0.782, 3.315, -1.339)
N (0.515, 2.015, -1.455)
H (-1.633, -1.119, -3.927)
H (-1.596, 0.527, -4.529)
H (-0.233, -0.542, -4.851)
H (-0.149, -2.168, -3.281)
H (-0.013, -4.379, -2.912)
H (-0.821, -4.980, -1.585)
H (-0.782, 2.172, -4.587)
H (-0.250, 4.532, -4.307)
H (0.797, 5.312, -2.139)
H (1.195, 3.629, -0.386)
F (-1.852, 3.672, 3.826)
C (-2.056, 4.031, 2.541)
F (-0.993, 4.759, 2.135)
F (-3.130, 4.876, 2.537)
C (-2.333, 2.862, 1.649)
C (-3.541, 2.817, 0.979)
C (-3.847, 1.751, 0.142)
C (-2.903, 0.754, 0.012)
N (-1.731, 0.788, 0.642)
C (-1.388, 1.813, 1.476)
S (0.153, 1.711, 2.220)
H (-4.253, 3.623, 1.114)
H (-4.789, 1.700, -0.390)
H (-3.067, -0.121, -0.617)
S (2.338, -1.527, 1.553)
C (2.643, -3.010, 0.623)
C (3.034, -2.951, -0.717)
C (3.336, -4.114, -1.414)
C (3.239, -5.360, -0.800)
C (2.858, -5.425, 0.534)
C (2.578, -4.259, 1.243)
H (3.110, -1.986, -1.204)
H (3.667, -4.041, -2.450)
H (3.459, -6.268, -1.351)
H (2.778, -6.388, 1.029)
H (2.288, -4.319, 2.284)
C (1.926, -1.881, 5.970)
C (1.270, -2.837, 4.972)
N (0.281, -2.197, 4.131)
C (-1.009, -1.984, 4.435)
S (-2.041, -1.238, 3.339)
N (-1.388, -2.420, 5.678)
C (-2.668, -2.079, 6.294)
C (-2.671, -0.690, 6.922)
H (2.685, -2.404, 6.558)
H (1.193, -1.446, 6.656)
H (2.403, -1.062, 5.429)
H (0.819, -3.689, 5.486)
H (2.036, -3.226, 4.303)
H (0.593, -1.870, 3.226)
H (-0.641, -2.610, 6.326)
H (-2.881, -2.840, 7.046)
H (-3.423, -2.135, 5.516)
H (-1.929, -0.623, 7.725)
H (-3.656, -0.459, 7.343)
H (-2.439, 0.056, 6.161)
C (6.687, 1.910, -2.000)
N (5.722, 1.715, -0.925)
C (4.471, 1.190, -1.145)
S (4.002, 0.468, -2.592)
N (3.660, 1.315, -0.090)
C (4.044, 1.900, 1.177)
H (7.608, 2.303, -1.565)
H (6.321, 2.594, -2.766)
H (6.891, 0.962, -2.483)
H (5.769, 2.396, -0.187)
H (2.729, 0.935, -0.156)
H (4.884, 1.361, 1.628)
H (3.192, 1.836, 1.847)
H (4.311, 2.957, 1.073)